{
  "formula": "C65H51GeOP2PtS2",
  "method": "wB97M-V/def2-TZVPD",
  "de_lowest_kj_mol": 78.5,
  "orbital_gap_ev": [5.204, 7.136],
  "multiplicity": 2,
  "s_squared": 0.757,
  "total_energy_ha": -6258.1274,
  "charge": 0,
  "lumo_ev": [-0.03, -0.08],
  "species": ["Pt", "O", "S", "C", "C", "C", "C", "C", "C", "C", "C", "C", "C", "P", "C", "C", "C", "C", "C", "C", "C", "C", "C", "C", "C", "C", "C", "C", "C", "C", "C", "C", "C", "C", "C", "C", "C", "C", "P", "C", "C", "C", "C", "C", "C", "C", "C", "C", "C", "C", "C", "C", "C", "H", "H", "H", "H", "H", "H", "H", "H", "H", "H", "H", "H", "H", "H", "H", "H", "H", "H", "H", "H", "H", "H", "H", "H", "H", "H", "H", "H", "H", "H", "H", "H", "H", "H", "H", "H", "C", "Ge", "C", "C", "C", "C", "C", "C", "C", "C", "C", "C", "C", "C", "C", "C", "C", "C", "H", "H", "H", "H", "H", "H", "H", "H", "H", "H", "H", "H", "H", "H", "H", "S"],
  "coordinates": [[0.347, -0.161, 0.243], [3.251, 0.765, 1.389], [2.892, -0.135, 0.264], [4.090, -1.470, 0.368], [5.405, -1.071, 0.429], [6.455, -1.963, 0.706], [6.132, -3.268, 0.949], [7.008, -4.444, 1.306], [6.022, -5.623, 1.523], [4.658, -5.034, 1.263], [3.413, -5.578, 1.337], [2.306, -4.758, 1.026], [2.396, -3.434, 0.654], [0.829, -2.600, 0.143], [0.942, -2.953, -1.662], [1.378, -4.179, -2.171], [1.437, -4.392, -3.539], [1.074, -3.379, -4.421], [0.655, -2.155, -3.929], [0.590, -1.946, -2.558], [-0.499, -3.689, 0.736], [-0.843, -3.561, 2.082], [-1.892, -4.291, 2.610], [-2.621, -5.145, 1.793], [-2.296, -5.264, 0.451], [-1.238, -4.537, -0.079], [3.699, -2.820, 0.622], [4.784, -3.672, 0.917], [3.357, 0.762, -1.199], [4.112, 0.221, -2.207], [4.658, 1.014, -3.242], [4.480, 2.366, -3.181], [5.038, 3.490, -4.023], [4.439, 4.787, -3.410], [3.622, 4.317, -2.230], [2.896, 4.990, -1.292], [2.104, 4.235, -0.394], [2.077, 2.856, -0.353], [0.647, 2.050, 0.487], [-0.786, 3.155, -0.070], [-1.787, 2.407, -0.974], [-2.751, 3.264, -1.721], [-3.212, 4.509, -1.478], [-2.853, 5.437, -0.409], [-2.087, 5.221, 0.663], [0.819, 2.406, 2.266], [1.847, 3.160, 2.817], [1.883, 3.395, 4.185], [0.897, 2.874, 5.010], [-0.116, 2.093, 4.467], [-0.147, 1.849, 3.104], [2.994, 2.149, -1.202], [3.666, 2.910, -2.167], [5.627, -0.022, 0.284], [7.476, -1.605, 0.745], [7.593, -4.234, 2.203], [7.720, -4.654, 0.507], [6.088, -6.024, 2.535], [6.226, -6.450, 0.841], [3.249, -6.611, 1.615], [1.324, -5.214, 1.074], [1.675, -4.973, -1.499], [1.770, -5.348, -3.919], [1.125, -3.548, -5.489], [0.377, -1.358, -4.607], [0.274, -0.998, -2.147], [-0.301, -2.862, 2.709], [-2.158, -4.175, 3.652], [-3.453, -5.704, 2.201], [-2.872, -5.916, -0.192], [-1.010, -4.617, -1.133], [4.351, -0.835, -2.176], [5.258, 0.548, -4.013], [4.763, 3.375, -5.072], [6.128, 3.494, -3.980], [3.801, 5.306, -4.128], [5.214, 5.492, -3.108], [2.856, 6.071, -1.258], [1.436, 4.788, 0.258], [-1.319, 1.625, -1.576], [-3.146, 2.794, -2.623], [-3.937, 4.891, -2.188], [-3.228, 6.447, -0.540], [-1.865, 6.081, 1.287], [2.636, 3.545, 2.185], [2.690, 3.979, 4.607], [0.927, 3.061, 6.075], [-0.877, 1.664, 5.105], [-0.920, 1.209, 2.689], [-1.431, 3.940, 1.091], [-3.023, 1.035, -0.157], [-4.171, 0.617, -1.710], [-5.367, 1.296, -1.935], [-6.140, 1.021, -3.052], [-5.727, 0.058, -3.965], [-4.548, -0.636, -3.746], [-3.779, -0.361, -2.619], [-4.351, 1.468, 1.266], [-4.473, 2.679, 1.897], [-5.289, 2.864, 3.037], [-5.964, 1.814, 3.570], [-5.908, 0.542, 2.952], [-6.635, -0.547, 3.491], [-6.623, -1.767, 2.885], [-5.892, -1.946, 1.695], [-5.173, -0.916, 1.158], [-5.129, 0.363, 1.777], [-2.114, 3.258, 1.595], [-0.293, 3.917, -0.684], [-0.689, 4.213, 1.837], [-5.698, 2.051, -1.229], [-7.069, 1.555, -3.211], [-6.328, -0.155, -4.840], [-4.229, -1.399, -4.446], [-2.867, -0.920, -2.438], [-3.961, 3.554, 1.520], [-5.358, 3.848, 3.484], [-6.565, 1.932, 4.464], [-7.212, -0.384, 4.394], [-7.182, -2.593, 3.308], [-5.901, -2.907, 1.198], [-4.637, -1.086, 0.240], [-1.937, -0.791, 0.350]]
}



{
  "formula": "C65H56ClGeN8O5PSTi",
  "method": "wB97M-V/def2-TZVPD",
  "de_lowest_kj_mol": 212.4,
  "orbital_gap_ev": [5.358, 5.357],
  "total_energy_ha": -7450.6035,
  "charge": 2,
  "lumo_ev": [-6.11, -6.11],
  "species": ["Ti", "O", "S", "O", "O", "C", "C", "C", "C", "C", "C", "P", "C", "C", "C", "C", "C", "C", "C", "C", "C", "C", "C", "C", "H", "H", "H", "H", "H", "H", "H", "H", "H", "H", "H", "H", "H", "H", "C", "O", "C", "C", "C", "C", "C", "C", "C", "N", "C", "C", "N", "C", "C", "C", "C", "N", "C", "C", "N", "C", "C", "C", "C", "H", "H", "H", "H", "H", "H", "H", "H", "H", "H", "H", "H", "H", "H", "C", "N", "C", "C", "O", "H", "H", "H", "H", "H", "H", "H", "N", "C", "N", "C", "C", "C", "C", "C", "C", "H", "H", "H", "H", "H", "H", "Cl", "C", "C", "C", "C", "N", "C", "H", "H", "H", "H", "Ge", "C", "C", "C", "C", "C", "C", "C", "C", "C", "C", "C", "C", "H", "H", "H", "H", "H", "H", "H", "H", "H", "H", "H"],
  "coordinates": [[0.727, -0.037, 0.014], [-1.360, -2.347, -1.054], [-1.517, -1.851, 0.286], [-0.842, -2.629, 1.299], [-1.025, -0.396, 0.338], [-3.255, -1.824, 0.752], [-3.825, -3.087, 0.606], [-5.136, -3.320, 0.963], [-5.898, -2.282, 1.461], [-5.352, -1.023, 1.607], [-4.019, -0.751, 1.275], [-3.484, 1.003, 1.484], [-4.930, 1.785, 0.660], [-5.011, 1.588, -0.721], [-5.961, 2.248, -1.477], [-6.843, 3.128, -0.862], [-6.787, 3.309, 0.510], [-5.834, 2.646, 1.271], [-3.792, 1.326, 3.260], [-3.628, 2.647, 3.688], [-3.729, 2.979, 5.028], [-3.987, 1.992, 5.970], [-4.135, 0.677, 5.558], [-4.038, 0.342, 4.213], [-3.209, -3.881, 0.207], [-5.553, -4.311, 0.853], [-6.926, -2.463, 1.743], [-5.965, -0.219, 1.993], [-4.313, 0.906, -1.198], [-6.011, 2.081, -2.545], [-7.572, 3.664, -1.452], [-7.486, 3.977, 0.992], [-5.803, 2.805, 2.339], [-3.426, 3.424, 2.963], [-3.607, 4.009, 5.336], [-4.055, 2.248, 7.018], [-4.342, -0.094, 6.289], [-4.162, -0.690, 3.911], [5.788, -2.685, -12.544], [6.429, -2.464, -11.299], [5.694, -2.228, -10.208], [4.301, -2.152, -10.176], [3.646, -1.948, -8.976], [4.352, -1.810, -7.781], [5.754, -1.863, -7.829], [6.412, -2.064, -9.014], [3.717, -1.610, -6.494], [4.396, -1.473, -5.371], [3.480, -1.250, -4.400], [2.191, -1.253, -4.931], [2.367, -1.495, -6.268], [1.043, -0.960, -4.149], [-0.282, -0.935, -4.602], [-1.270, -0.504, -3.743], [-0.947, -0.141, -2.446], [0.291, -0.224, -1.949], [1.281, -0.635, -2.791], [2.585, -0.706, -2.228], [2.668, -0.440, -0.897], [3.872, -0.538, -0.338], [5.032, -0.833, -1.042], [4.966, -1.055, -2.402], [3.712, -1.015, -3.014], [6.585, -2.901, -13.249], [5.247, -1.795, -12.872], [5.109, -3.540, -12.496], [3.718, -2.262, -11.078], [2.564, -1.907, -8.982], [6.306, -1.750, -6.909], [7.490, -2.118, -9.065], [1.644, -1.604, -6.958], [-0.533, -1.245, -5.606], [-2.297, -0.443, -4.071], [-1.704, 0.245, -1.779], [3.929, -0.356, 0.727], [5.980, -0.866, -0.527], [5.843, -1.266, -2.997], [3.193, -1.056, 3.366], [2.649, -2.302, 2.848], [3.030, -3.515, 3.549], [1.871, -2.340, 1.792], [1.558, -1.327, 1.124], [2.940, -0.957, 4.422], [2.775, -0.214, 2.817], [4.280, -1.049, 3.268], [2.752, -3.440, 4.600], [4.108, -3.663, 3.481], [2.526, -4.376, 3.115], [1.494, -3.327, 1.516], [-0.324, -0.230, 4.579], [-0.342, -0.439, 3.244], [0.209, 0.536, 2.560], [0.583, 1.472, 3.514], [1.173, 2.722, 3.363], [1.464, 3.438, 4.505], [1.175, 2.936, 5.780], [0.562, 1.711, 5.949], [0.264, 0.996, 4.797], [-0.728, -0.829, 5.278], [-0.741, -1.343, 2.821], [1.372, 3.104, 2.372], [1.928, 4.411, 4.419], [1.433, 3.528, 6.647], [0.325, 1.330, 6.933], [-2.497, 5.530, 0.803], [-1.994, 4.466, -0.447], [-2.353, 4.711, -1.764], [-1.812, 3.899, -2.747], [-0.956, 2.877, -2.373], [-0.672, 2.596, -1.103], [-1.176, 3.383, -0.159], [-3.002, 5.539, -2.012], [-2.024, 4.084, -3.790], [-0.465, 2.265, -3.121], [-0.873, 3.168, 0.859], [1.929, 2.264, -0.334], [3.845, 2.275, 0.319], [4.831, 2.509, -0.635], [6.144, 2.741, -0.253], [6.490, 2.730, 1.090], [5.520, 2.482, 2.049], [4.206, 2.252, 1.663], [1.682, 4.264, -0.312], [1.966, 5.065, 0.791], [1.774, 6.439, 0.743], [1.298, 7.035, -0.413], [1.086, 6.261, -1.544], [1.287, 4.892, -1.491], [2.210, 2.169, -1.867], [4.564, 2.523, -1.686], [6.896, 2.938, -1.005], [7.511, 2.921, 1.391], [5.786, 2.479, 3.097], [3.458, 2.062, 2.426], [2.376, 4.630, 1.694], [1.998, 7.044, 1.611], [1.116, 8.100, -0.442], [0.767, 6.726, -2.467], [1.145, 4.297, -2.384]]
}



{
  "formula": "C65H58CsF9N10OPS3Te",
  "method": "wB97M-V/def2-TZVPD",
  "de_lowest_kj_mol": 0.0,
  "orbital_gap_ev": [3.866, 5.468],
  "multiplicity": 2,
  "s_squared": 0.774,
  "total_energy_ha": -5857.5762,
  "charge": -2,
  "lumo_ev": [3.20, 3.18],
  "species": ["Cs", "C", "C", "C", "C", "C", "C", "N", "C", "C", "C", "C", "C", "N", "C", "C", "C", "C", "C", "C", "N", "H", "H", "H", "H", "H", "H", "H", "H", "H", "H", "H", "H", "H", "H", "H", "S", "C", "S", "C", "C", "N", "C", "N", "C", "C", "N", "N", "C", "S", "N", "N", "H", "H", "H", "H", "H", "H", "C", "C", "O", "N", "Te", "C", "C", "C", "C", "C", "C", "C", "C", "C", "C", "C", "C", "C", "C", "C", "C", "C", "C", "H", "H", "H", "H", "H", "H", "H", "H", "H", "H", "H", "H", "H", "H", "H", "H", "H", "H", "H", "H", "H", "H", "H", "H", "H", "F", "C", "F", "F", "C", "C", "C", "C", "C", "C", "P", "C", "C", "C", "C", "C", "C", "C", "F", "F", "F", "C", "C", "C", "C", "C", "C", "C", "F", "F", "F", "H", "H", "H", "H", "H", "H", "H", "H", "H", "H", "H", "H"],
  "coordinates": [[-0.057, -0.172, -0.605], [0.781, 1.822, 2.777], [0.024, 2.990, 2.215], [0.101, 4.235, 2.831], [-0.569, 5.305, 2.222], [-1.270, 5.095, 1.066], [-1.324, 3.793, 0.491], [-0.680, 2.749, 1.110], [-2.045, 3.552, -0.722], [-3.056, 4.468, -1.148], [-3.751, 4.241, -2.297], [-3.445, 3.108, -3.075], [-2.447, 2.253, -2.608], [-1.768, 2.431, -1.477], [-2.130, 1.050, -3.447], [-2.265, 1.115, -4.833], [-2.095, -0.040, -5.575], [-1.780, -1.219, -4.926], [-1.615, -1.200, -3.545], [-1.260, -2.449, -2.791], [-1.785, -0.082, -2.829], [0.279, 0.888, 2.519], [1.772, 1.787, 2.318], [0.885, 1.887, 3.861], [0.675, 4.362, 3.739], [-0.512, 6.301, 2.648], [-1.735, 5.929, 0.558], [-3.316, 5.308, -0.517], [-4.548, 4.912, -2.598], [-3.996, 2.881, -3.975], [-2.493, 2.055, -5.314], [-2.199, -0.015, -6.654], [-1.649, -2.146, -5.471], [-1.519, -3.346, -3.351], [-1.781, -2.459, -1.833], [-0.188, -2.513, -2.573], [3.000, -4.386, 1.767], [1.843, -4.431, 0.501], [1.074, -2.999, -0.075], [1.547, -5.650, -0.144], [0.720, -5.691, -1.300], [0.073, -5.722, -2.259], [2.065, -6.900, 0.294], [2.434, -7.941, 0.635], [3.162, -2.303, 4.902], [3.866, -1.207, 4.197], [4.984, -0.664, 4.563], [5.205, 0.294, 3.609], [4.263, 0.348, 2.650], [4.235, 1.374, 1.334], [3.380, -0.613, 3.050], [2.240, -0.983, 2.330], [3.810, -2.688, 5.686], [2.905, -3.097, 4.199], [2.238, -1.936, 5.353], [6.053, 0.828, 3.598], [2.414, -1.911, 1.909], [1.493, -1.124, 3.003], [-2.326, -3.651, 0.885], [-2.435, -2.174, 1.122], [-2.877, -1.402, 0.207], [-2.076, -1.692, 2.305], [-2.432, 0.246, 1.981], [-4.556, 0.187, 2.168], [-5.202, -0.346, 3.284], [-4.494, -1.001, 4.444], [-6.596, -0.277, 3.333], [-7.343, 0.283, 2.312], [-8.846, 0.345, 2.386], [-6.673, 0.771, 1.196], [-5.289, 0.731, 1.102], [-4.616, 1.257, -0.132], [-2.145, 0.953, 3.994], [-1.463, 0.283, 5.017], [-0.912, -1.114, 4.910], [-1.293, 0.924, 6.243], [-1.748, 2.210, 6.481], [-1.490, 2.895, 7.796], [-2.395, 2.868, 5.447], [-2.592, 2.269, 4.208], [-3.273, 3.099, 3.147], [-3.004, -3.951, 0.088], [-2.542, -4.198, 1.801], [-1.299, -3.875, 0.583], [-3.561, -1.466, 4.134], [-5.137, -1.772, 4.871], [-4.275, -0.272, 5.228], [-7.103, -0.689, 4.200], [-9.209, -0.024, 3.346], [-9.300, -0.259, 1.597], [-9.201, 1.369, 2.259], [-7.241, 1.190, 0.371], [-5.348, 1.574, -0.874], [-3.979, 0.492, -0.582], [-3.986, 2.120, 0.092], [-1.660, -1.843, 5.232], [-0.051, -1.216, 5.573], [-0.644, -1.402, 3.899], [-0.768, 0.392, 7.031], [-1.421, 2.173, 8.610], [-2.281, 3.608, 8.031], [-0.547, 3.446, 7.761], [-2.729, 3.891, 5.590], [-3.195, 4.156, 3.397], [-4.330, 2.837, 3.065], [-2.818, 2.984, 2.160], [9.155, 0.895, -4.459], [8.230, 1.865, -4.286], [8.760, 2.756, -3.429], [8.126, 2.491, -5.481], [6.915, 1.318, -3.824], [6.257, 0.395, -4.636], [5.039, -0.116, -4.239], [4.457, 0.283, -3.034], [5.126, 1.195, -2.233], [6.357, 1.714, -2.623], [2.814, -0.387, -2.475], [3.341, -2.147, -2.463], [4.060, -2.435, -1.299], [4.603, -3.688, -1.088], [4.397, -4.684, -2.032], [3.651, -4.430, -3.169], [3.136, -3.160, -3.390], [5.019, -6.037, -1.844], [5.262, -6.329, -0.566], [6.222, -6.108, -2.490], [4.269, -7.025, -2.361], [1.942, 0.096, -4.031], [1.597, -0.655, -5.149], [1.112, -0.042, -6.296], [0.934, 1.328, -6.330], [1.214, 2.093, -5.204], [1.708, 1.478, -4.072], [0.422, 2.003, -7.563], [-0.107, 1.135, -8.450], [-0.536, 2.910, -7.289], [1.395, 2.674, -8.222], [6.705, 0.084, -5.572], [4.533, -0.838, -4.868], [4.695, 1.493, -1.288], [6.872, 2.421, -1.988], [4.164, -1.675, -0.531], [5.121, -3.906, -0.165], [3.448, -5.226, -3.873], [2.545, -3.010, -4.277], [1.688, -1.728, -5.145], [0.853, -0.642, -7.158], [1.030, 3.160, -5.211], [1.928, 2.078, -3.195]]
}